Record 1
Molecular formula: C36H20BrF20GeIN4PbS2Si
Method: DFT, wB97M-V/def2-TZVPD

As for the charge: 0.

Last column: Mulliken charge in e.
Atoms and positions in Å:
1 F 1.31 2.83 7.92  -0.300
2 F 3.05 -3.39 -0.98  -0.288
3 C -1.75 2.33 3.30  -0.280
4 C 1.34 1.91 6.95  0.255
5 N 1.41 2.51 -0.94  0.994
6 Si -2.80 -2.17 1.84  0.268
7 C -3.00 3.80 -2.26  -0.658
8 H -2.57 -3.72 3.73  0.249
9 C -2.51 -2.17 0.01  -0.700
10 C 0.66 3.26 -1.64  -1.393
11 C 0.76 -1.77 -5.82  -0.484
12 F 0.37 3.25 3.79  -0.376
13 Br -2.01 1.05 -4.48  -0.125
14 H -3.30 -2.68 -0.53  0.426
15 C -3.49 -1.39 7.19  0.142
16 C -2.63 1.99 -0.76  -0.502
17 F -1.87 -1.99 5.62  -0.418
18 H -1.90 -2.71 -7.70  0.356
19 C -1.62 3.92 -2.37  -0.854
20 F 1.47 -0.95 4.03  -0.321
21 F 3.59 1.43 7.43  -0.302
22 H 1.07 4.09 -2.20  0.301
23 F 3.38 -0.75 -1.56  -0.302
24 F -0.22 5.53 2.52  -0.339
25 F 3.54 -1.20 0.57  -0.286
26 H 5.17 2.53 -0.73  0.257
27 F -0.88 2.37 6.41  -0.401
28 F -2.64 5.86 1.34  -0.378
29 C -2.35 4.72 1.97  0.744
30 H -2.43 -1.15 -0.39  0.007
31 H -3.04 -4.60 2.27  0.393
32 C 3.36 2.27 0.14  0.470
33 S -1.12 -0.87 2.49  0.247
34 H -4.59 2.69 -1.31  0.512
35 C -4.36 -0.44 7.69  0.674
36 Ge -1.43 0.56 4.10  0.012
37 H -1.18 4.67 -3.01  0.476
38 C 0.23 1.65 6.18  0.474
39 F -5.11 -0.73 8.75  -0.297
40 C -2.73 -1.07 6.09  0.297
41 C -0.81 3.07 -1.63  1.185
42 H -2.93 -0.84 -6.45  0.398
43 C 0.19 -0.69 -5.15  0.065
44 H -1.56 -2.68 -0.21  0.198
45 C 0.01 -2.50 -6.73  -0.605
46 F -4.48 3.87 1.44  -0.410
47 C 0.22 0.70 5.17  0.052
48 F 1.44 -2.93 0.39  -0.249
49 F 1.23 -2.49 -1.72  -0.212
50 Pb 0.71 0.46 0.24  1.165
51 C -1.12 4.55 2.57  0.247
52 H 1.78 -2.04 -5.62  0.397
53 C -3.52 2.81 -1.43  -0.900
54 H -4.30 -1.04 3.43  0.123
55 I 1.40 0.40 -3.85  0.266
56 F -3.38 -2.58 7.78  -0.298
57 C -2.80 0.17 5.46  0.265
58 F 3.65 -0.45 5.49  -0.304
59 C 2.50 1.20 6.71  0.670
60 C -2.97 2.53 2.67  0.556
61 H -1.37 -4.05 2.48  0.292
62 C -4.40 -1.42 2.41  -0.725
63 C 1.40 -0.01 4.96  -0.384
64 F -3.81 2.31 5.45  -0.281
65 H -5.20 -2.17 2.42  0.505
66 F -5.30 1.71 7.59  -0.303
67 C -3.69 1.09 5.99  0.189
68 C -2.42 -3.79 2.65  -1.051
69 N 4.70 2.33 0.13  -0.380
70 H -2.99 1.20 -0.11  0.303
71 C -1.31 -2.16 -6.98  -0.476
72 H -4.72 -0.59 1.78  0.213
73 C -4.46 0.80 7.09  0.150
74 S 2.61 1.70 1.62  -0.531
75 C -3.29 3.70 2.02  0.123
76 H 0.47 -3.33 -7.26  0.371
77 C -1.89 -1.11 -6.29  -0.567
78 C 2.53 0.24 5.71  0.145
79 C -1.14 -0.37 -5.38  0.469
80 C 2.62 -1.08 -0.45  -0.150
81 F -3.88 1.55 2.68  -0.411
82 C -0.83 3.36 3.23  0.431
83 N -1.31 2.11 -0.85  0.896
84 H -3.65 4.46 -2.80  0.514
85 C 2.11 -2.49 -0.70  0.720
86 N 2.74 2.75 -0.92  -1.426
87 H 5.20 1.88 0.87  0.207



Record 2
Molecular formula: C3H4FO2Si
Method: DFT, wB97M-V/def2-TZVPD

As for the charge: -1. Its SMILES is C=C=C([O-])O[SiH2]F.

Last column: natural (NBO) charge in e.
Atoms and positions in Å:
1 H -2.30 -2.36 -0.66  -0.309
2 H 1.42 2.81 0.09  0.147
3 C 0.72 -0.45 0.76  0.620
4 C 1.71 1.77 0.18  -0.505
5 O -0.05 -0.94 -0.35  -0.945
6 H -2.71 -0.34 0.27  -0.278
7 F -1.90 -0.70 -2.00  -0.677
8 C 0.91 0.87 0.61  -0.290
9 O 1.07 -1.19 1.65  -0.704
10 Si -1.60 -1.08 -0.54  1.807
11 H 2.74 1.61 -0.02  0.135



Record 3
Molecular formula: C27H26FN3O4
Method: DFT, wB97M-V/def2-TZVPD

As for the charge: 0. Its SMILES is O=C(COC(=O)c1ccccc1C(=O)N1CCN(c2ccc(F)cc2)CC1)NCc1ccccc1.

Last column: natural (NBO) charge in e.
Atoms and positions in Å:
1 H 1.50 3.42 1.59  0.229
2 C -1.62 -2.53 2.72  -0.213
3 H 1.25 -1.39 1.36  0.210
4 C -4.90 0.41 0.90  0.362
5 C 2.01 1.77 -1.86  0.680
6 H 1.07 -3.51 0.15  0.214
7 C 4.53 -0.76 -0.50  -0.154
8 C 1.72 2.38 1.83  -0.160
9 H 4.88 -1.10 0.46  0.238
10 H 3.21 0.53 -3.88  0.219
11 C -1.72 -3.74 2.05  -0.204
12 H -1.15 1.92 -3.51  0.197
13 C 3.53 0.22 -0.53  -0.173
14 H -2.08 -1.11 -0.03  0.217
15 O 2.34 2.89 -2.20  -0.619
16 H 4.97 -1.19 -3.82  0.219
17 N 0.57 0.52 2.85  -0.613
18 H -4.09 2.26 -1.76  0.209
19 F -5.87 0.31 1.85  -0.333
20 C -0.56 -1.66 2.47  -0.041
21 H -5.81 2.10 -0.03  0.227
22 C 3.04 0.67 -1.76  -0.077
23 H 1.51 0.20 3.06  0.430
24 O 2.33 1.84 0.66  -0.486
25 H -1.45 0.22 2.96  0.252
26 C -0.31 2.43 -1.58  -0.255
27 H -0.83 -5.02 0.58  0.216
28 C -0.91 -0.27 -2.16  -0.212
29 O 3.20 0.15 1.83  -0.632
30 H -0.57 -0.28 -3.20  0.199
31 H -0.51 -0.53 4.28  0.209
32 H -2.27 2.75 -2.41  0.212
33 C -4.00 1.50 -1.01  -0.247
34 C -4.98 1.41 -0.05  -0.263
35 H -2.36 -2.26 3.46  0.213
36 C -0.53 -0.34 3.20  -0.250
37 C -3.87 -0.50 0.90  -0.258
38 C 0.41 1.63 2.13  0.648
39 C 3.57 0.16 -2.93  -0.140
40 H 5.82 -2.02 -1.65  0.221
41 C -1.48 2.00 -2.47  -0.215
42 H 1.08 -0.63 -1.36  0.221
43 C -2.88 -0.39 -0.07  -0.287
44 H -1.28 -1.27 -1.91  0.215
45 H 0.13 3.37 -1.92  0.245
46 C 0.31 -3.24 0.87  -0.223
47 H -0.07 0.11 -0.21  0.205
48 C 0.41 -2.03 1.55  -0.182
49 C 4.57 -0.80 -2.89  -0.192
50 C 5.04 -1.27 -1.68  -0.217
51 H -2.54 -4.40 2.25  0.217
52 N -1.98 0.70 -2.06  -0.455
53 O -0.66 2.04 1.72  -0.620
54 C -0.76 -4.09 1.11  -0.220
55 C 3.02 0.71 0.77  0.803
56 H -3.82 -1.28 1.64  0.225
57 N 0.73 1.42 -1.62  -0.443
58 C 0.27 0.10 -1.25  -0.246
59 H 2.41 2.31 2.68  0.207
60 H -0.66 2.54 -0.55  0.228
61 C -2.91 0.61 -1.04  0.246



Record 4
Molecular formula: C6H9O4Tl
Method: DFT, wB97M-V/def2-TZVPD

As for the charge: +2.

Last column: Mulliken charge in e.
Atoms and positions in Å:
1 H 0.10 1.29 -1.30  0.334
2 O 2.05 -2.32 0.82  -0.315
3 C 2.05 0.87 -0.30  -0.373
4 H -2.58 -0.09 1.34  0.032
5 C -2.19 -0.72 -0.88  0.599
6 H 2.72 1.79 -0.23  0.358
7 O 2.44 -0.07 0.75  -0.203
8 H 0.37 2.33 0.25  0.380
9 C -0.37 0.24 0.72  -0.504
10 H 2.24 0.37 -1.32  0.296
11 C -1.98 0.31 0.40  -0.176
12 H 3.11 -1.60 -0.80  0.400
13 O -2.59 -2.07 -0.59  -0.402
14 C 2.58 -1.38 0.18  0.242
15 H -0.07 -0.85 0.47  0.279
16 C 0.46 1.27 -0.20  -0.497
17 H -2.23 1.39 0.15  0.571
18 Tl -4.01 -0.91 0.78  0.880
19 H -0.15 0.52 1.80  0.411
20 O -1.96 -0.38 -2.06  -0.310



Relative energy (zero: lowest compared OMol25 entry of this formula, charge and spin) for the records above, in order: 106.63; 135.60; 0.00; 388.81 kJ/mol
Kohn-Sham gap for the records above, in order: 0.2618; 0.2467; 0.2771; 0.1083 Ha